A molecular structure, C5H11PS at a distorted geometry, computed with ωB97M-V with the def2-TZVPD basis set.

The geometry in XYZ format:
```
18
Properties=species:S:1:pos:R:3:forces:R:3:mulliken_spin:R:1
C -1.489459 0.464424 -0.752265 -0.339 1.859 1.456 -0.003
C -1.407044 -0.557244 0.356257 -2.371 1.544 2.628 -0.002
C -0.060316 0.455432 -1.270112 1.372 2.086 -0.998 0.012
C -0.415815 -0.001094 1.360976 2.329 0.176 -0.144 0.002
C 2.079990 -1.063998 0.078576 -0.135 2.575 -1.742 0.058
P 0.994059 0.449061 0.193436 0.551 0.507 2.085 0.240
S 0.961087 3.286569 0.325057 0.027 -0.416 0.000 1.683
H -2.317325 0.222796 -1.443692 0.639 0.461 0.065 0.001
H -1.659497 1.446638 -0.143523 -0.102 -1.278 -1.752 -0.003
H -2.333825 -0.571207 0.970714 -0.066 -0.317 -0.869 0.001
H -1.272148 -1.501099 -0.049701 0.762 -2.061 -0.393 0.003
H 0.151307 -0.515406 -1.650388 0.131 -0.628 -1.340 -0.002
H 0.442459 1.353218 -1.864559 -1.783 -1.994 0.546 0.005
H -0.768943 0.982437 1.729375 0.016 -0.699 0.054 0.002
H 0.017074 -0.603376 2.209967 -0.890 0.344 -0.926 -0.002
H 1.649285 -2.003536 0.161687 -1.009 -1.749 0.127 0.014
H 2.516164 -0.898021 -0.915327 -0.107 -0.495 -0.093 -0.006
H 2.912945 -0.945594 0.703522 0.975 0.085 1.297 -0.006
```
Forces are in eV/Å.

Values from the calculation:
HOMO-LUMO gap (alpha / beta) = 8.47 / 6.98 eV
energy = -936.52335 Eh
2S+1 = 3
relative energy (zero: lowest compared OMol25 entry of this formula, charge and spin) = 0.0 kcal per mole
M = 134.18 g/mol

C5H12 in the gas phase, computed with ωB97M-V with the def2-TZVPD basis set.

The geometry in XYZ format:
```
17
Properties=species:S:1:pos:R:3:forces:R:3:mulliken_charge:R:1
C -1.160325 0.657460 -0.821928 -0.044 -0.036 -0.032 -1.507
C -0.016510 -0.007345 -0.013768 0.044 0.117 0.050 2.006
C 0.717151 1.099140 0.759380 0.032 0.015 0.021 -1.724
C -0.557032 -1.041627 0.983954 -0.027 -0.080 0.069 -1.716
C 0.987139 -0.718330 -0.931454 0.065 -0.072 -0.072 -1.663
H -2.093487 0.079005 -0.788895 0.260 0.045 -0.088 0.354
H -0.883089 0.809110 -1.873595 -0.050 -0.097 0.217 0.312
H -1.377888 1.652558 -0.414075 -0.079 -0.217 -0.023 0.359
H 0.028644 1.597802 1.452880 0.137 -0.088 -0.053 0.409
H 1.097286 1.862719 0.069123 0.010 -0.123 0.112 0.396
H 1.560729 0.690795 1.334961 -0.191 0.127 -0.144 0.410
H -1.418132 -0.671298 1.552687 0.160 0.047 -0.081 0.389
H -0.861528 -1.961444 0.470676 -0.070 0.178 0.025 0.414
H 0.224778 -1.322774 1.699439 -0.093 0.038 -0.067 0.394
H 1.896439 -0.972239 -0.373726 -0.109 0.007 -0.068 0.374
H 0.577521 -1.657605 -1.320001 -0.019 0.168 -0.039 0.401
H 1.278303 -0.095927 -1.785657 -0.026 -0.029 0.172 0.393
```
Forces are in eV/Å.

Values from the calculation:
HOMO-LUMO gap = 12.11 eV
energy = -197.70366 Eh
relative energy (zero: lowest compared OMol25 entry of this formula, charge and spin) = 3.4 kcal per mole
M = 72.15 g/mol
structure (SMILES) = CC(C)(C)C

A molecular structure, C5H12AsN5PdS3, computed with ωB97M-V with the def2-TZVPD basis set.

The geometry in XYZ format:
```
27
Properties=species:S:1:pos:R:3:forces:R:3:mulliken_charge:R:1
Pd 0.589361 0.104483 0.143702 -0.071 -0.215 -0.291 -0.720
S 1.181544 -4.602589 0.108821 0.013 0.069 0.002 -0.517
C 0.975600 -2.914729 0.142228 -0.070 -0.122 0.104 0.104
S -0.539403 -2.188304 0.596191 -0.119 -0.106 0.117 -0.576
S 2.220215 -1.795890 -0.240952 0.178 0.058 -0.041 -0.515
N -0.222991 -3.018238 3.829197 -0.043 -0.002 -0.105 -0.668
N 0.311939 -1.743948 3.670783 0.115 0.110 -0.039 1.032
N 1.530215 -1.572945 3.231462 -0.023 -0.343 0.038 -0.571
C 1.538168 -0.270422 3.013527 0.381 0.168 -0.296 -0.152
N 0.387719 0.315671 3.346750 -0.327 0.402 0.284 -0.293
N -0.400156 -0.645768 3.753142 -0.216 -0.221 0.059 -0.558
H -1.173120 -2.842063 4.143278 0.000 -0.003 -0.016 0.321
H -0.310977 -3.357035 2.853550 0.036 -0.001 0.084 0.232
H 2.354854 0.250869 2.546428 0.100 -0.024 0.097 0.558
C -1.434098 3.096156 -1.561991 -0.017 -0.012 0.004 -1.189
As -0.261021 1.482614 -1.456807 0.080 0.220 0.032 0.950
C -1.408494 0.375582 -2.607526 -0.038 -0.088 -0.010 -1.163
C 0.940656 2.097892 -2.909060 -0.029 0.003 -0.040 -1.180
H -1.694497 3.322381 -2.600967 -0.005 0.013 0.009 0.297
H -0.918766 3.950286 -1.119720 0.005 0.005 0.001 0.344
H -2.344673 2.906954 -0.991023 0.012 0.001 0.007 0.332
H -1.687775 0.879958 -3.537934 0.013 0.037 0.008 0.397
H -2.301498 0.108868 -2.041141 0.004 0.007 -0.012 0.301
H -0.870993 -0.548578 -2.821665 0.003 0.023 0.007 0.273
H 0.386679 2.446504 -3.787387 0.006 0.007 0.002 0.343
H 1.583368 1.260216 -3.180345 0.001 0.000 0.011 0.300
H 1.568134 2.902084 -2.522535 0.010 0.014 -0.015 0.321
```
Forces are in eV/Å.

Values from the calculation:
HOMO-LUMO gap = 4.72 eV
energy = -4029.66213 Eh
relative energy (zero: lowest compared OMol25 entry of this formula, charge and spin) = 17.6 kcal per mole
M = 419.73 g/mol
net charge = -2